(1)
ORCA calculation (wB97M-V/def2-TZVPD) on a structure of composition C42H54Cl3GeIN9O5PRb.

The strongest force on any atom comes out at 0.709 eV Å⁻¹. The orbital gap (spin up / spin down) comes out at 5.377 / 5.232 eV. The charge is -2. The electronic energy is -180216.178 eV. The expectation value of S² is 0.754. For the LUMO energy (spin up / spin down), the calculation gives 3.13 / 2.99 eV. As for the spin multiplicity: 2. The calculation puts the HOMO energy (spin up / spin down) at -0.0826 / -0.0826 Eh.

Geometry (Å):
Rb: 0.06687 -0.33885 -0.03758
C: 1.13833 -5.26402 3.57621
C: 1.73032 -3.91153 3.83838
N: 1.95217 -3.55566 5.07802
C: 2.47829 -2.33486 5.33009
C: 2.82266 -1.45554 4.33500
C: 3.44783 -0.12979 4.67330
O: 4.79185 0.02115 4.19512
C: 2.62520 -1.82877 2.98862
C: 2.91476 -0.86646 1.93764
N: 3.43050 -1.02628 0.77597
C: 4.05981 -2.21388 0.39510
C: 4.96437 -2.86609 1.23887
C: 5.66172 -3.98281 0.81747
C: 5.48022 -4.47478 -0.46782
C: 4.60721 -3.82422 -1.32644
C: 3.91373 -2.69786 -0.90903
I: 2.61110 -1.77094 -2.25147
C: 2.01548 -3.07754 2.68009
O: 1.68601 -3.43854 1.51636
H: 1.28503 -5.90337 4.44613
H: 1.58143 -5.70824 2.68421
H: 0.06377 -5.18281 3.38468
H: 2.62855 -2.07407 6.37178
H: 3.49583 -0.01058 5.75441
H: 2.83266 0.69320 4.28446
H: 4.81051 -0.27677 3.27858
H: 2.61509 0.16591 2.13382
H: 5.08920 -2.49348 2.24789
H: 6.34106 -4.47731 1.50162
H: 6.01277 -5.35650 -0.80312
H: 4.45945 -4.19251 -2.33368
C: -3.00242 -0.91155 -2.33107
N: -3.34754 -1.26440 -0.96792
C: -4.49687 -0.50223 -0.52421
C: -3.62568 -2.68496 -0.83635
C: -2.46368 -3.59742 -1.19829
N: -1.25142 -3.36414 -0.43864
C: -0.17188 -4.19410 -0.95563
C: -1.44827 -3.62204 0.97788
H: -3.79979 -1.21845 -3.03800
H: -2.06321 -1.36787 -2.63991
H: -2.86250 0.16561 -2.40587
H: -5.38781 -0.69729 -1.15321
H: -4.27759 0.56456 -0.57118
H: -4.74300 -0.76037 0.50621
H: -4.47666 -2.96526 -1.49264
H: -3.95067 -2.87268 0.18844
H: -2.22110 -3.49828 -2.25903
H: -2.81488 -4.64032 -1.05676
H: -0.44723 -5.26602 -0.92868
H: 0.72165 -4.05376 -0.34943
H: 0.04465 -3.91774 -1.98871
H: -1.80673 -4.65212 1.16428
H: -2.19540 -2.93957 1.38382
H: -0.50041 -3.49378 1.50056
Cl: -4.68147 -2.30218 3.00549
Ge: -2.62653 -1.48813 3.76818
Cl: -1.77519 -3.17463 4.83311
Cl: -3.37606 -0.09341 5.32800
C: 1.34786 4.42535 0.19943
P: 1.57114 3.04980 1.35045
C: 0.32501 3.29078 2.62745
C: 3.15847 3.33712 2.16585
O: 1.51566 1.73175 0.67304
H: 1.30797 5.38510 0.71661
H: 0.41216 4.26086 -0.33716
H: 2.16504 4.42998 -0.52245
H: 0.55933 4.16068 3.24322
H: 0.29936 2.41148 3.26947
H: -0.65806 3.41714 2.17374
H: 3.24100 4.35613 2.54649
H: 3.95425 3.14565 1.44534
H: 3.27524 2.63526 2.99388
N: 0.90019 0.46325 7.52141
C: 0.47329 0.64651 6.46221
N: -0.00289 1.00818 5.28285
C: -0.40111 0.19103 4.40021
N: -0.75159 -0.43386 3.45691
N: -3.07681 3.46316 -1.20800
C: -2.03657 2.56870 -1.22898
N: -1.85499 1.98204 -0.08290
C: -2.82928 2.49900 0.75567
C: -3.10156 2.19966 2.09014
C: -4.16403 2.84401 2.69135
C: -4.94548 3.77288 1.98626
C: -4.68622 4.08690 0.66363
C: -3.61537 3.43144 0.06475
H: -3.40884 3.98367 -1.99898
H: -1.45651 2.33510 -2.11572
H: -2.49605 1.48306 2.63062
H: -4.40141 2.61482 3.72205
H: -5.77628 4.25171 2.48943
H: -5.29860 4.79937 0.12494
C: -0.14637 4.71739 -7.83082
C: -0.09381 3.63516 -6.78456
C: 0.85882 3.66074 -5.77444
C: 0.93662 2.65286 -4.81710
C: 1.97515 2.70307 -3.72889
C: 0.04478 1.58317 -4.88372
C: -0.92067 1.53564 -5.89083
C: -1.88081 0.37914 -5.95574
C: -0.98304 2.56657 -6.82181
C: 0.11980 0.47347 -3.84218
O: 0.54468 -0.63411 -4.21425
O: -0.26505 0.80611 -2.69372
H: 0.36636 5.61873 -7.49152
H: -1.17655 4.98726 -8.07197
H: 0.33156 4.39930 -8.76124
H: 1.56080 4.48862 -5.72614
H: 2.57744 3.61008 -3.80534
H: 2.64310 1.84055 -3.78759
H: 1.51141 2.65660 -2.74250
H: -2.45527 0.29085 -5.03039
H: -1.33748 -0.55951 -6.06941
H: -2.58065 0.49769 -6.78453
H: -1.74123 2.52926 -7.59960

Atom charges from the Mulliken analysis, given in e for atoms 1 to 99: 0.118, -1.279, 0.465, -0.590, -0.749, 0.306, -0.505, -0.673, 1.457, -1.516, -0.229, 0.012, 0.043, -0.722, -0.664, -0.610, 0.242, 0.289, 0.753, -0.737, 0.433, 0.275, 0.115, 0.418, 0.584, -0.394, 0.455, 0.392, 0.252, 0.391, 0.362, 0.364, -1.183, 1.427, -0.792, -1.163, -1.479, 1.658, -0.939, 0.628, 0.209, 0.271, 0.177, 0.308, 0.090, 0.078, 0.401, 0.369, 0.525, 0.431, 0.256, 0.101, 0.204, 0.174, -0.700, -0.479, -0.473, 0.852, -0.343, -0.419, -1.133, 0.979, -0.280, -1.231, -0.403, 0.395, 0.135, 0.346, 0.495, -0.494, 0.059, 0.418, 0.337, 0.267, -0.715, 0.678, -0.623, 0.210, 0.063, 0.021, -1.724, 0.984, -0.484, -0.088, -0.884, -0.537, -1.053, 0.512, 0.214, 0.817, 0.936, 0.449, 0.369, 0.412, -1.516, 0.767, -0.999, 0.874, -1.290


(2)
ORCA calculation (wB97M-V/def2-TZVPD) on a structure of composition C42H55As2N5S2Sn.

The strongest force on any atom comes out at 0.375 eV Å⁻¹. The orbital gap (spin up / spin down) comes out at 5.899 / 5.311 eV. The charge is +4. The electronic energy is -201040.520 eV. For the LUMO energy (spin up / spin down), the calculation gives -11.37 / -11.96 eV. The calculation puts the HOMO energy (spin up / spin down) at -0.6346 / -0.6346 Eh.

Geometry (Å):
Sn: 2.23217 1.49304 -0.19345
C: -4.36118 0.38275 -0.72867
C: -3.82140 -0.97666 -1.16687
As: -4.16935 -2.44685 0.08868
C: -5.98049 -3.01444 -0.09726
C: -6.98378 -2.53652 0.74267
C: -8.28864 -2.95499 0.53479
C: -8.57821 -3.83913 -0.49649
C: -7.56912 -4.32183 -1.31997
C: -6.25609 -3.92499 -1.12117
C: -3.04705 -3.90691 -0.27646
C: -3.35041 -5.09921 0.39635
C: -2.61720 -6.23875 0.12116
C: -1.59133 -6.19051 -0.81637
C: -1.28572 -5.00310 -1.47598
C: -2.00026 -3.85138 -1.20311
As: -3.34628 1.36243 0.63553
C: -4.10142 3.06308 0.80778
C: -4.44983 3.79996 -0.33876
C: -5.05388 5.02928 -0.18341
C: -5.27490 5.54004 1.09495
C: -4.88975 4.82914 2.22893
C: -4.28054 3.59821 2.09672
C: -3.46578 0.41002 2.28488
C: -2.34629 0.31226 3.10530
C: -2.45574 -0.33144 4.32966
C: -3.67234 -0.86736 4.72985
C: -4.79039 -0.76239 3.91100
C: -4.69236 -0.12212 2.68476
H: -5.38405 0.29062 -0.35122
H: -4.40958 1.06317 -1.57973
H: -2.76266 -0.95520 -1.42283
H: -4.37833 -1.29147 -2.05448
H: -6.75630 -1.86726 1.56124
H: -9.07840 -2.59901 1.18195
H: -9.59829 -4.16333 -0.65311
H: -7.79977 -5.01890 -2.11415
H: -5.46888 -4.32168 -1.75011
H: -4.16650 -5.13955 1.10812
H: -2.85111 -7.16707 0.62371
H: -1.03065 -7.08768 -1.04234
H: -0.49912 -4.98735 -2.21801
H: -1.76443 -2.93719 -1.73225
H: -4.26843 3.41226 -1.33328
H: -5.35493 5.59794 -1.05240
H: -5.74684 6.50733 1.20686
H: -5.07001 5.24083 3.21242
H: -3.98275 3.03923 2.97457
H: -1.39727 0.72798 2.78769
H: -1.59510 -0.40429 4.98158
H: -3.75663 -1.35568 5.69133
H: -5.74117 -1.15892 4.24191
H: -5.57488 0.00205 2.06720
C: 7.62932 1.06631 -1.26536
N: 7.23996 2.05342 -0.25640
C: 8.26583 3.07368 0.00809
C: 5.99825 2.16006 0.20135
S: 4.73551 1.46285 -0.77352
N: 5.76639 2.79409 1.35902
C: 6.73780 2.78439 2.46000
C: 4.45831 3.32722 1.67457
H: 8.67251 0.80864 -1.09373
H: 7.52916 1.47948 -2.27014
H: 7.02840 0.16740 -1.17090
H: 8.71568 3.33853 -0.94774
H: 9.04637 2.69624 0.66698
H: 7.81554 3.96346 0.43428
H: 7.49881 2.03223 2.27765
H: 6.20555 2.51925 3.37316
H: 7.20961 3.75582 2.59999
H: 4.03992 3.86673 0.82587
H: 4.56455 4.03518 2.49452
H: 3.78165 2.53271 2.00625
S: 2.11479 -0.87622 0.96392
C: 2.17718 -0.46720 2.64593
N: 2.62730 -1.44982 3.46650
C: 2.74962 -1.34253 4.80837
C: 2.40666 -0.17773 5.43182
C: 1.93167 0.87359 4.63880
C: 1.81402 0.73216 3.27240
H: 2.90949 -2.31810 3.02361
H: 3.13219 -2.21033 5.32683
H: 2.50817 -0.08297 6.50240
H: 1.65053 1.80812 5.10783
H: 1.43136 1.54262 2.66938
C: 2.26770 2.27861 -5.16540
C: 1.70692 0.87801 -4.96217
N: 2.64809 -0.04715 -4.30863
C: 3.55996 -0.80390 -5.19756
C: 4.91714 -0.14082 -5.38444
C: 2.75108 -0.11563 -2.99513
C: 3.66292 -1.13540 -2.38255
N: 2.03608 0.65862 -2.17112
H: 1.51359 2.90884 -5.63490
H: 3.13771 2.26183 -5.81770
H: 2.56055 2.73744 -4.21973
H: 1.43805 0.42957 -5.91679
H: 0.78118 0.90567 -4.38282
H: 3.05251 -0.89086 -6.15613
H: 3.67015 -1.81552 -4.81322
H: 4.83658 0.79072 -5.94046
H: 5.56553 -0.80895 -5.94983
H: 5.40142 0.07031 -4.43072
H: 4.70808 -0.91139 -2.58509
H: 3.45048 -2.12085 -2.79518
H: 3.51025 -1.17001 -1.30757
H: 1.35553 1.23316 -2.65426

Atom charges from the Mulliken analysis, given in e for atoms 1 to 99: 0.215, -0.862, -1.111, 0.782, 0.576, -0.167, -0.621, -0.527, -0.728, -0.391, 0.447, -0.324, -0.754, -0.467, -0.749, -0.355, 0.799, 0.705, -0.435, -0.669, -0.415, -0.739, -0.302, 0.272, -0.741, -0.454, -0.690, -0.712, -0.220, 0.440, 0.510, 0.553, 0.552, 0.229, 0.453, 0.435, 0.430, 0.450, 0.469, 0.439, 0.428, 0.441, 0.337, 0.360, 0.421, 0.429, 0.423, 0.442, 0.587, 0.448, 0.450, 0.468, 0.695, -1.119, 0.069, -1.146, 0.371, -0.101, 0.289, -1.189, -1.178, 0.407, 0.360, 0.399, 0.419, 0.364, 0.412, 0.413, 0.438, 0.356, 0.496, 0.450, 0.153, -0.512, 0.841, -0.053, -0.396, -0.697, -0.557, -0.527, 0.269, 0.468, 0.500, 0.521, 0.512, -0.777, -1.054, 0.200, -0.697, -0.813, 1.163, -1.065, -0.370, 0.389, 0.267, 0.194, 0.382, 0.549, 0.358